*i*
Computed, not measured: one molecule with the formula C2H2ClFO, with ωB97M-V/def2-TZVPD.

The geometry in XYZ format:
```
7
Properties=species:S:1:pos:R:3:lowdin_charge:R:1
C -0.121 -0.824 0.484 -0.294
C 0.770 0.216 -0.148 -0.680
O -0.533 -1.828 -0.028 0.081
F 0.578 1.496 0.280 -0.007
Cl 2.417 -0.353 0.210 0.680
H -0.247 -0.758 1.550 0.120
H 0.676 0.099 -1.204 0.100
```

Computed properties:
LUMO energy: 0.1 eV
multiplicity: 1
HOMO energy: -0.39370 Eh
SMILES: O=C[C@@H](F)Cl

---

*ii*
Computed, not measured: one molecule with the formula C2H2ClFO, with ωB97M-V/def2-TZVPD.

The geometry in XYZ format:
```
7
Properties=species:S:1:pos:R:3:lowdin_charge:R:1
C 0.530 -0.413 0.679 -0.276
C -0.184 0.280 -0.535 -0.765
O 1.593 -0.352 1.162 0.121
F -0.879 -0.638 -1.167 -0.011
Cl -1.293 1.467 0.084 0.708
H -0.248 -1.008 1.085 0.104
H 0.481 0.664 -1.308 0.119
```

Computed properties:
LUMO energy: 0.5 eV
multiplicity: 1
HOMO energy: -0.38514 Eh
SMILES: O=C[C@@H](F)Cl

---

Most stable structure, least stable structure: *i*, *ii*.

---

*i*
Computed, not measured: a 2-piece molecular cluster, C3H10N2O2 overall, with ωB97M-V/def2-TZVPD.

The geometry in XYZ format:
```
17
Properties=species:S:1:pos:R:3:lowdin_charge:R:1
C -1.136 0.052 0.188 -0.258
C 0.239 0.242 0.839 -0.197
C 0.926 -1.960 0.124 -0.364
H -2.805 -1.052 0.417 0.132
H -1.045 -0.219 -0.909 0.132
H -1.768 0.953 0.298 0.112
H 0.070 -0.029 1.925 0.140
H 0.644 1.241 0.699 0.110
H 2.103 -0.247 -0.217 0.170
H -0.037 -2.102 0.669 0.118
H 1.469 -3.835 -0.233 0.041
H -0.459 3.825 -1.965 0.058
H 0.628 3.396 -1.102 0.028
N 1.188 -0.624 0.189 -0.048
N 1.668 -2.836 -0.405 0.054
O -1.858 -1.045 0.796 -0.138
O 0.173 4.240 -1.314 -0.090
```

Computed properties:
LUMO energy: 0.4 eV
multiplicity: 1
HOMO energy: -0.32216 Eh
SMILES: [H]/N=C/NCCO.O

---

*ii*
Computed, not measured: a 2-piece molecular cluster, C3H10N2O2 overall, with ωB97M-V/def2-TZVPD.

The geometry in XYZ format:
```
17
Properties=species:S:1:pos:R:3:lowdin_charge:R:1
N -0.115 1.366 -1.860 -0.003
C -0.161 1.527 -0.398 -0.180
C 0.631 0.442 0.350 -0.543
N 0.763 -0.704 -0.333 0.013
C 1.268 -1.884 0.349 -0.061
O 1.092 0.657 1.454 0.047
H 0.790 1.705 -2.178 0.077
H -0.774 2.003 -2.282 0.066
H -1.192 1.409 -0.064 0.103
H 0.148 2.514 -0.044 0.116
H 0.398 -0.765 -1.266 0.117
H 0.640 -2.116 1.201 0.080
H 2.269 -1.674 0.725 0.087
H 1.287 -2.695 -0.348 0.075
H -2.413 -1.323 1.872 0.033
H -2.063 0.151 1.576 0.032
O -2.568 -0.613 1.245 -0.061
```

Computed properties:
LUMO energy: 0.8 eV
multiplicity: 1
HOMO energy: -0.35191 Eh
SMILES: CNC(=O)CN.O

---

*iii*
Computed, not measured: a 2-piece molecular cluster, C3H10N2O2 overall, with ωB97M-V/def2-TZVPD.

The geometry in XYZ format:
```
17
Properties=species:S:1:pos:R:3:lowdin_charge:R:1
C 0.101 -1.088 -1.641 -0.281
N -0.040 0.167 -1.107 0.020
C 0.761 0.679 -0.134 -0.631
N 2.003 0.038 0.055 0.132
O 0.419 1.576 0.594 0.036
C -0.142 -2.346 -0.640 -0.051
H -0.429 -1.185 -2.537 0.096
H 1.093 -1.201 -2.017 0.089
H -0.984 0.693 -1.044 0.198
H 2.555 0.136 0.920 0.114
H 2.301 -0.743 -0.603 0.108
H 0.702 -2.442 0.078 0.061
H -1.144 -2.193 -0.147 0.084
H -0.126 -3.194 -1.323 0.054
H -1.750 1.125 1.830 0.081
H -2.800 2.088 2.327 -0.003
O -2.604 1.175 2.453 -0.107
```

Computed properties:
LUMO energy: 0.7 eV
multiplicity: 1
HOMO energy: -0.35605 Eh
SMILES: CCNC(N)=O.O

---

*iv*
Computed, not measured: a 2-piece molecular cluster, C3H10N2O2 overall, with ωB97M-V/def2-TZVPD.

The geometry in XYZ format:
```
17
Properties=species:S:1:pos:R:3:lowdin_charge:R:1
O 3.277 -0.111 -0.227 0.042
C 2.187 -0.144 0.289 -0.259
C 1.014 0.127 -0.560 -0.232
N -0.222 -0.219 0.138 -0.084
C -1.463 0.038 -0.674 -0.299
N -1.346 -0.256 -2.079 0.000
H 2.118 -0.391 1.393 0.138
H 1.115 -0.351 -1.538 0.113
H 0.962 1.182 -0.890 0.136
H -0.137 -1.192 0.367 0.089
H -2.330 -0.613 -0.257 0.134
H -1.711 1.108 -0.521 0.112
H -1.555 -1.152 -2.460 0.066
H -1.075 0.508 -2.672 0.071
H -2.065 1.328 2.446 0.029
H -2.038 -0.232 2.351 0.008
O -2.351 0.513 2.869 -0.065
```

Computed properties:
LUMO energy: 0.7 eV
multiplicity: 1
HOMO energy: -0.34625 Eh
SMILES: NCNCC=O.O

---

Most stable structure, least stable structure: *ii*, *i*.

---

*i*
Computed, not measured: a 2-piece molecular cluster, C3H10N2O2 overall, with ωB97M-V/def2-TZVPD.

The geometry in XYZ format:
```
17
Properties=species:S:1:pos:R:3:lowdin_charge:R:1
C 1.700 -0.208 -0.318 -0.278
C 0.421 -0.777 0.361 -0.107
C 0.001 0.101 1.539 -0.550
N -1.352 0.225 1.706 0.155
O 0.799 0.580 2.315 0.052
N 2.251 -1.246 -1.185 -0.014
H 2.416 0.067 0.422 0.098
H 1.354 0.694 -0.839 0.112
H 0.720 -1.735 0.783 0.126
H -0.365 -0.735 -0.377 0.097
H -1.644 0.930 2.362 0.105
H -1.948 0.086 0.913 0.070
H 1.566 -1.589 -1.847 0.061
H 3.046 -0.889 -1.687 0.059
H -3.518 1.977 -1.077 0.039
H -2.814 0.876 -1.812 0.036
O -2.631 1.643 -1.258 -0.060
```

Computed properties:
LUMO energy: 0.4 eV
multiplicity: 1
HOMO energy: -0.34168 Eh
SMILES: NCCC(N)=O.O

---

*ii*
Computed, not measured: a 2-piece molecular cluster, C3H10N2O2 overall, with ωB97M-V/def2-TZVPD.

The geometry in XYZ format:
```
17
Properties=species:S:1:pos:R:3:lowdin_charge:R:1
O 2.250 -0.123 0.299 0.085
C 1.090 0.148 0.448 -0.522
N 0.097 -0.313 -0.429 0.024
C -0.069 -1.743 -0.562 -0.274
N -0.473 -2.393 0.716 0.021
C 0.511 0.920 1.629 0.004
H -0.811 0.125 -0.440 0.118
H 0.846 -2.150 -0.927 0.101
H -0.809 -1.966 -1.317 0.109
H 0.283 -3.022 0.976 0.063
H -1.216 -3.047 0.480 0.056
H 0.113 1.803 1.221 0.058
H 1.258 1.167 2.368 0.081
H -0.315 0.337 2.010 0.075
H -1.107 2.966 -2.767 0.037
H -0.457 3.951 -1.824 0.026
O -1.191 3.342 -1.881 -0.062
```

Computed properties:
LUMO energy: 0.7 eV
multiplicity: 1
HOMO energy: -0.35053 Eh
SMILES: CC(=O)NCN.O

---

Most stable structure, least stable structure: *i*, *ii*.

---

*i*
Computed, not measured: a 3-piece molecular cluster, C5H12O3 overall, with ωB97M-V/def2-TZVPD.

The geometry in XYZ format:
```
20
Properties=species:S:1:pos:R:3:lowdin_charge:R:1
C 2.457 -0.795 0.521 -0.063
C 0.879 -0.781 0.447 -0.042
C 0.243 -0.384 -0.666 -0.413
O 0.877 0.229 -1.651 0.062
C -1.050 -0.973 -1.100 -0.108
C -2.160 -0.239 -1.048 0.003
H 2.749 -1.720 1.042 0.079
H 2.859 -1.001 -0.399 0.025
H 3.016 -0.001 0.968 0.060
H 0.395 -1.035 1.304 0.043
H 1.793 0.441 -1.499 0.103
H -1.150 -1.829 -1.671 0.082
H -2.322 0.834 -0.420 0.124
H -3.146 -0.637 -1.395 0.057
H -2.054 -0.206 3.105 0.083
H -1.455 0.173 1.829 -0.065
O -1.184 -0.116 2.625 -0.025
H -0.240 3.215 -0.089 0.035
H 0.056 2.227 -1.191 -0.073
O -0.562 2.598 -0.711 0.034
```

Computed properties:
LUMO energy: 0.7 eV
multiplicity: 1
HOMO energy: -0.30923 Eh
SMILES: C=C/C(O)=C/C.O.O

---

*ii*
Computed, not measured: a 2-piece molecular cluster, C5H12O3 overall, with ωB97M-V/def2-TZVPD.

The geometry in XYZ format:
```
20
Properties=species:S:1:pos:R:3:lowdin_charge:R:1
C -0.843 -0.971 0.350 -0.379
C -0.593 -1.822 -0.882 -0.024
C -0.482 1.384 1.382 -0.011
C -0.418 0.497 0.145 -0.454
O -0.142 -1.565 1.441 -0.028
O -0.878 1.050 -0.970 -0.028
H -0.515 -1.250 2.270 0.089
H -1.922 -0.943 0.559 0.156
H -1.011 -2.816 -0.731 0.085
H -1.051 -1.364 -1.756 0.088
H 0.479 -1.925 -1.053 0.081
H -1.524 1.476 1.699 0.092
H -0.117 2.379 1.132 0.092
H 0.108 0.982 2.205 0.080
C 1.920 0.762 -0.937 -0.163
O 1.320 1.377 -1.879 -0.095
H 0.012 1.277 -1.618 0.093
H 2.481 1.343 -0.189 0.110
H 2.329 -0.241 -1.123 0.104
H 0.846 0.369 -0.045 0.112
```

Computed properties:
LUMO energy: 0.2 eV
multiplicity: 1
HOMO energy: -0.36183 Eh
SMILES: C[C@H](O)[C@@H](C)O.C=O

---

Most stable structure, least stable structure: *ii*, *i*.